Molecular formula: C6H6N2O2
Method: DFT, ωB97M-V/def2-TZVPD

Energy above the lowest of the compared OMol25 structures with the same formula, charge and spin in eV: 4.665
HOMO energy (alpha / beta) in eV: -7.938 / -8.600
DFT total energy in hartree: -492.07201
Net charge: 0
Lowest unoccupied orbital energy (alpha / beta) in eV: -0.642 / -1.002
Orbital gap (alpha / beta) in eV: 7.3 / 7.6
M in g mol⁻¹: 138.1

Each atom is followed by the atoms it is bonded to, with distances in Å.
Atoms and positions in Å:
1 C -1.559 -0.934 1.182  C2 1.369, C3 1.442, H11 0.995
2 C -2.093 -1.512 0.062  C1 1.369, C5 1.416, H12 1.046
3 C -0.443 -0.023 1.120  C1 1.442, C4 1.353, H13 1.074
4 C 0.160 0.203 -0.070  C3 1.353, C6 1.477, N8 1.378
5 C -1.536 -1.279 -1.218  C2 1.416, N8 1.461, O9 1.203
6 C 1.405 0.989 -0.182  C4 1.477, O10 1.297, H14 1.006
7 N 3.025 1.844 -1.486  O10 1.323, H15 0.996
8 N -0.333 -0.451 -1.179  C4 1.378, C5 1.461, H16 1.004
9 O -1.899 -1.518 -2.340  C5 1.203
10 O 1.894 1.166 -1.370  C6 1.297, N7 1.323
11 H -1.994 -0.976 2.076  C1 0.995
12 H -2.941 -2.118 -0.024  C2 1.046
13 H -0.253 0.347 2.110  C3 1.074
14 H 1.902 1.294 0.637  C6 1.006
15 H 3.288 1.629 -2.422  N7 0.996
16 H 0.074 -0.034 -1.997  N8 1.004